Computed, not measured: 15 unconnected molecules or ions with the total composition C60H165N15O15 in a non-equilibrium geometry, with ωB97M-V/def2-TZVPD.

## Properties
- HOMO energy (eV) = -8.8
- net charge = 0
- energy above the lowest of the compared OMol25 structures with the same formula, charge and spin (kJ/mol) = 79.8
- E_LUMO (eV) = 0.51
- multiplicity = 1
- gap between HOMO and LUMO (eV) = 9.32

Atoms and positions in Å:
C (5.6891, -7.9651, 0.8973)
H (-2.9016, -1.0570, 9.7578)
H (-5.4621, 5.2764, 4.4164)
H (5.0738, -4.6998, -0.7170)
H (-6.0118, -4.8825, -4.4425)
H (7.1202, -0.6597, 1.3294)
O (5.7125, -1.3103, 4.8932)
H (-5.6361, 3.8615, 5.4497)
H (-0.5477, -2.0216, 7.2239)
C (0.0060, 4.9452, -0.1529)
H (3.9164, 3.8422, -5.0413)
O (6.4350, -0.0485, -2.4668)
C (-5.6500, -5.4202, -3.5374)
H (2.0200, -5.5206, -4.7375)
N (-0.3247, -4.4758, -4.4034)
O (-4.8098, 3.6539, 3.5093)
H (-2.6638, -6.7745, 1.0789)
H (1.3717, -6.0826, -3.1758)
H (-0.9577, 4.3401, 4.0257)
H (-6.4027, -3.5917, 2.9853)
H (7.8699, 0.4269, -3.9516)
C (-5.8808, -3.0475, 2.2038)
C (0.2091, 0.0091, -0.6216)
C (-2.5433, 4.2244, -3.4405)
H (-3.1863, 5.9612, -2.4246)
H (2.7805, -5.8538, -0.4987)
H (7.6398, -1.5951, 5.3868)
H (-0.7452, -4.5648, 1.7212)
H (-4.9916, 1.7418, 4.1979)
C (-4.2129, -4.7973, 2.0892)
H (-7.6749, 4.1221, -1.5962)
H (-3.1919, -4.6761, -3.5706)
C (-1.9242, -1.9476, 5.5462)
H (-2.5461, 0.3674, 3.1416)
H (-7.3893, 5.9800, -2.5754)
H (1.4165, -5.0598, 1.3868)
O (-4.4908, -3.4185, 2.2432)
C (6.0827, 0.4060, -0.2201)
H (7.2080, -1.3594, -0.3151)
H (-4.7401, -5.4797, 2.7553)
H (-5.8409, -1.9669, 2.3807)
H (1.3726, -0.7113, 1.8677)
H (3.1993, 0.9296, -8.2352)
H (-4.4644, 2.2316, -4.1159)
C (0.4006, 1.0244, 7.0655)
H (-1.6411, 1.2157, -2.3814)
H (-4.5136, -3.0689, -0.3785)
C (-2.7430, -5.0828, 2.2858)
H (-0.9182, 2.6779, 2.3818)
H (-0.5123, -0.6138, -7.6716)
H (-3.5436, -1.6305, -0.5483)
C (-4.3481, 1.1550, -3.8603)
C (-3.8800, 1.8402, 2.3211)
H (-2.7257, -1.5230, -3.3276)
C (4.3606, 6.4371, 0.7833)
H (-1.0405, 6.8471, -1.6457)
H (3.2709, -2.4527, 2.3389)
H (2.5199, 3.8883, -3.0805)
H (-4.0528, -1.8437, 5.6848)
C (4.2400, 3.0107, 2.0709)
N (-2.5865, -6.5354, 2.0601)
H (0.8741, 4.6915, -0.7533)
H (-3.1435, 3.7436, 1.7199)
H (8.2559, -0.0631, 0.1099)
H (4.8889, -2.2946, 2.7532)
C (0.4536, -1.2107, 1.5990)
H (1.9178, -3.7325, 0.6496)
H (4.6278, -0.7308, 0.7948)
C (3.0579, 1.1811, -7.1747)
H (-3.5436, -3.4427, 5.2710)
H (-1.6906, -3.3601, 7.1936)
C (-4.2385, 2.3856, 3.6922)
H (3.2205, -7.0750, 1.5847)
C (-4.0889, -2.3927, -1.1366)
H (-3.7764, -0.0774, -6.0663)
H (3.6974, -0.7803, -2.9707)
H (5.9782, 1.2015, 0.5184)
N (2.2614, -4.5441, 1.1533)
C (-6.3118, 3.2507, -0.1608)
H (-5.9613, 6.9075, -2.6167)
H (-6.4749, 3.4579, 1.7674)
C (0.1422, 1.7124, 4.8364)
H (-2.5469, -4.9789, 3.3739)
H (-6.3127, -3.2512, 1.2395)
H (4.2088, 2.1306, -4.8318)
H (6.9775, -0.0045, 5.7713)
C (0.5188, 2.7730, 3.8209)
H (0.4966, -0.1164, -1.6521)
O (2.3537, -2.2123, -3.3199)
H (-2.7207, 2.5114, 0.7629)
N (-2.1333, 6.6120, -4.0231)
H (6.2376, 1.2476, -4.0564)
H (0.4933, 0.0396, -5.5539)
C (-1.7663, -4.2074, 1.5207)
O (-4.9982, -4.6005, -2.5989)
N (1.7415, -1.9090, -0.2536)
H (-0.6327, 1.2004, 7.2335)
C (-1.5554, 1.4705, -1.3157)
N (-1.3601, -0.1170, -7.4068)
H (0.7028, -3.8021, -2.5776)
H (4.4449, 0.2061, 5.3420)
C (-3.8950, -3.9414, -3.1541)
H (0.1094, 5.8863, 0.3541)
N (2.4561, 2.4869, 0.3545)
H (5.0429, 0.2267, 3.6228)
H (-8.0405, 1.8857, -0.3576)
C (3.5902, 2.5360, -6.8255)
H (3.0011, 3.3001, -7.3366)
C (-2.9704, 0.5421, -5.6723)
H (-3.3151, 2.4353, 4.2909)
C (2.8723, -2.1782, 4.8399)
C (1.8369, -5.2490, -3.7025)
H (-3.4682, -2.2197, 4.0659)
H (5.1771, -8.7573, 1.4555)
C (-3.3828, 0.4020, 2.4148)
H (-1.5275, -1.0748, -5.4569)
H (-2.6172, 1.6255, -1.0728)
H (-4.1672, -3.3472, -4.0236)
H (2.5555, -1.7669, 5.8036)
H (5.4205, 3.4822, -7.1409)
O (-2.3767, -1.4709, 7.8514)
H (1.7450, -2.7906, -5.2154)
H (2.4392, -1.2444, 0.0863)
H (-5.2362, 3.0773, -0.1239)
C (3.0094, -1.0623, -3.7979)
H (-4.8544, -1.7955, -1.6431)
H (-0.6718, -5.3918, -4.1422)
H (3.5649, 6.8386, 0.1014)
C (3.5247, 2.8450, -5.3024)
O (-3.1418, 0.5936, -4.2509)
H (0.6554, 4.8710, 3.4729)
H (1.9664, -2.5816, 4.3696)
N (-0.8894, -2.5688, 4.7227)
C (0.4304, -1.3088, 0.0807)
O (0.8342, 1.9090, 6.0621)
C (3.3308, 3.5278, 0.9603)
H (0.4840, -2.0398, -4.1899)
N (4.9838, 2.5771, -7.3198)
N (-2.8545, 2.7360, 1.7547)
H (2.0474, 0.8956, -6.9078)
C (0.1186, 4.2028, 4.1477)
H (5.3183, 1.5958, -1.7750)
H (-1.3537, 6.4247, -4.6772)
H (1.0740, 2.9520, -3.0571)
H (-1.0841, -3.8199, -4.2256)
H (-2.9669, 6.5767, -4.6195)
O (-5.8722, 5.1292, -1.5370)
O (-1.1884, 0.3636, -0.5214)
H (-4.9537, -6.2091, -3.8007)
H (4.5894, -3.5991, 0.6064)
O (-1.1964, 4.9360, -0.8955)
H (-2.1848, -2.6782, 9.6001)
H (-3.1272, 1.5476, -6.0683)
H (-1.6304, -6.7377, 2.2982)
C (4.0980, 4.1688, -0.1255)
H (-6.2467, 3.2518, -2.3571)
H (4.8205, 3.7096, 2.6436)
C (1.3358, -2.7491, -4.2042)
C (-1.5844, -0.0921, -5.9199)
N (0.0406, 2.3789, 2.4892)
H (6.3525, -8.3989, 0.1329)
H (3.6388, 0.3768, -6.6977)
C (6.9619, -0.8024, 5.0528)
H (6.4693, -0.4482, -4.5158)
H (4.9041, -1.1615, -0.6780)
O (4.7716, -7.1038, 0.2701)
H (-0.8642, -3.5837, 4.8233)
H (-1.8780, -0.8420, 5.3902)
N (-6.7940, 3.9953, 0.9626)
C (-6.9728, 1.8734, -0.1409)
C (2.1042, 2.9156, -3.3965)
H (4.7042, 3.4035, -0.6156)
H (-1.1685, -1.2036, 9.5100)
C (4.2079, -4.2189, -0.2121)
H (-3.0622, -0.0137, 1.4395)
H (-4.4110, 1.0110, -2.7896)
H (-0.9433, 1.7581, 4.9604)
H (-1.8487, -3.1524, 1.7948)
C (3.5773, -1.1772, 3.9158)
H (-4.1707, -0.2508, 2.7879)
H (4.9602, 2.3068, 1.6583)
C (6.7916, 0.3284, -3.8183)
C (7.2581, -0.4569, 0.2752)
C (-4.9726, 4.3662, 4.7020)
H (3.5598, -1.2955, -4.7043)
H (3.6266, 2.4276, 2.7662)
H (6.2796, -7.4364, 1.6613)
C (-6.6044, 3.8969, -1.5066)
H (-2.5759, -3.7945, -1.4699)
H (4.5775, -5.8963, 1.9050)
H (1.6209, 2.7710, 3.7654)
O (4.9601, 5.2628, 0.3198)
H (0.8063, 0.8231, -0.1931)
O (2.2054, 2.7726, -4.7870)
H (2.8517, -0.4064, 3.6407)
H (2.3230, -0.2563, -4.0822)
H (-1.1828, -2.5150, 3.7447)
H (7.1192, 1.6914, -1.6321)
H (-3.9970, 4.5268, 5.1665)
H (1.6474, 2.3573, 0.9597)
N (4.7818, -0.3131, -0.1125)
H (5.5520, 1.8138, -6.9291)
H (3.4183, 4.5931, -0.8940)
H (-6.8261, 1.3274, 0.8074)
H (3.6113, -2.8940, 5.1602)
H (0.4870, 4.4341, 5.1566)
H (2.6148, 4.3049, 1.3052)
H (-2.1376, -0.6245, -7.8251)
N (3.9949, -1.8262, 2.6180)
H (-0.3572, -0.5567, 1.9440)
H (-6.5474, 1.2392, -0.9313)
H (-2.8474, 3.5195, -2.6441)
H (0.4050, -2.2139, 2.0367)
H (2.7575, -4.9903, -3.1938)
C (-0.4071, 0.6141, -5.3356)
C (-2.1293, -1.6493, 9.2244)
H (2.9923, 1.6219, 0.2735)
H (-1.0075, 2.4258, -1.2000)
C (0.8486, -4.0798, -3.6262)
C (3.2094, -5.2593, 0.3071)
H (-1.6014, -1.8189, -2.1561)
H (1.0405, 1.1643, 7.9294)
C (-3.3129, -2.3701, 5.1235)
H (7.3665, -0.3343, 4.1380)
H (-6.0962, 5.3421, -3.5430)
N (-2.2188, -2.2447, -2.8133)
H (0.4952, -0.0231, 6.6988)
H (-0.1440, 5.5862, -2.5434)
H (5.1771, 7.1704, 0.7920)
C (6.2376, 1.0169, -1.5849)
H (-0.5134, 0.6850, -4.2646)
H (-0.2804, 1.6377, -5.7811)
C (-3.1979, -3.1530, -2.0891)
H (-6.3269, 4.9141, 1.0312)
H (0.4684, 0.7472, 4.4220)
H (-4.5402, -5.1650, 1.0890)
H (0.1246, 1.3915, 2.3214)
C (-6.3028, 5.8737, -2.6218)
C (-1.5906, -2.2722, 7.0196)
C (4.7160, -0.3991, 4.4801)
C (-1.0540, 5.8081, -2.0248)
H (-6.5367, -5.7798, -3.0205)
H (-4.7675, 1.8808, 1.6971)
H (1.8416, -2.0980, -1.2496)
H (-0.3968, -1.9938, -0.1491)
H (-5.1917, 0.6584, -4.3454)
C (-2.2974, 5.5790, -2.9079)
H (2.6395, 2.1331, -2.8350)
H (-1.5819, 3.8277, -3.8578)
H (-0.0528, 4.2233, 0.6359)
C (3.9214, -6.3639, 1.1622)
H (3.7814, -3.5199, -0.9109)
H (-3.2850, 4.1993, -4.1989)
H (-1.9110, -4.2659, 0.4406)
H (3.9545, 6.2859, 1.7950)

Atoms 1-6, force components in eV/Å:
-0.1 0.1 0.4
0.4 -0.4 -0.3
0.0 0.7 0.1
-0.6 0.2 0.3
0.5 -0.1 0.4
0.0 -0.2 0.2

These are the Mulliken partial charges, in e, on atoms 1 to 2:
1 C -0.75
2 H 0.27